101
Properties=species:S:1:pos:R:3:forces:R:3:mulliken_charge:R:1 method="wB97M-V/def2-TZVPD" fmax_ev_per_a=9.537 total_charge=0 e_lumo_ev=0.1 smiles="O=C1OC[C@@H](P(O)(O)=S)[C@H]1Cl.CNC(C)=O.CNC(C)=O.CNC(C)=O.CNC(C)=O.CNC(C)=O.CNC(C)=O.CNC(C)=O"
O 1.07608 3.37244 3.65679 -3.431 -4.877 -7.443 -0.53
C 0.54298 2.73478 2.60800 1.314 2.074 3.248 0.34
O 0.70681 1.30756 2.17528 -1.171 2.453 1.116 -0.27
C -0.70561 0.81502 2.08170 -1.376 0.854 1.885 -0.75
C -1.58357 2.01201 1.38573 0.794 1.724 -1.070 0.20
P -3.33408 2.19030 2.12783 -1.857 -2.032 0.886 0.62
O -4.45497 2.74283 0.88965 2.863 -0.742 0.944 -0.48
O -3.41809 3.08666 3.61876 -0.799 0.763 -3.880 -0.51
S -3.92369 0.34912 2.57321 0.709 1.319 -0.362 -0.38
C -0.52194 3.25972 1.45021 1.256 -1.137 0.384 0.04
Cl -1.11612 4.98208 1.78940 0.731 -2.100 0.043 -0.16
H -0.89655 -0.23619 1.60315 0.982 2.190 0.882 0.22
H -1.00779 0.82951 3.23416 0.125 -0.604 -2.635 0.37
H -1.80952 1.94037 0.23382 0.420 -0.373 2.266 0.23
H -4.24460 2.15285 0.09138 -0.420 1.120 1.654 0.36
H -3.90342 3.96178 3.46743 1.057 -1.436 0.281 0.34
H 0.06976 3.12329 0.42368 -1.237 1.088 2.327 0.30
C 0.32995 -3.98260 3.52403 -0.004 -0.027 0.311 -1.48
C -0.57576 -3.83097 2.33430 -0.722 0.188 -0.492 0.83
O -1.78243 -3.62579 2.45367 0.553 0.096 0.143 -0.65
N -0.02429 -3.92704 1.09107 -0.521 0.226 0.790 0.05
C 1.35603 -4.16222 0.74095 -0.227 -0.113 -0.583 -0.71
H -0.25468 -3.88154 4.44351 0.022 0.003 -0.335 0.35
H 0.79452 -4.97243 3.51772 0.146 0.170 0.003 0.35
H 1.09532 -3.20170 3.51437 0.078 -0.204 0.011 0.34
H -0.69814 -3.81395 0.34254 0.191 -0.074 0.196 0.21
H 1.70101 -3.31862 0.13804 0.302 -0.076 0.055 0.27
H 1.40279 -5.07456 0.14128 0.346 0.250 0.246 0.12
H 1.99608 -4.26929 1.61737 -0.194 -0.006 -0.135 0.28
C 1.50320 -7.74359 -1.77158 -0.225 -0.001 0.175 -1.53
C 2.78246 -7.00252 -1.50129 0.478 0.346 0.362 0.95
O 2.96683 -6.37570 -0.45942 0.093 -0.405 -0.440 -0.62
N 3.75821 -7.03754 -2.45295 -0.409 0.106 0.591 -0.09
C 3.73774 -7.70935 -3.73022 0.410 0.178 -0.041 -0.96
H 0.82414 -7.62216 -0.92211 0.224 0.021 -0.179 0.34
H 1.01644 -7.33839 -2.66293 0.021 -0.215 0.010 0.36
H 1.70778 -8.81006 -1.89990 -0.117 0.102 -0.148 0.41
H 4.58815 -6.51509 -2.19718 -0.211 -0.123 -0.099 0.16
H 4.56951 -8.41771 -3.75373 -0.153 -0.097 -0.274 0.31
H 3.88401 -6.95836 -4.51046 -0.078 -0.253 -0.191 0.30
H 2.80191 -8.24059 -3.90696 0.156 0.141 0.134 0.37
C -3.42826 -5.67920 1.16802 0.090 -0.133 -0.025 -1.06
C -3.51313 -6.53707 -0.06308 0.364 -0.612 -0.198 0.71
O -2.67898 -7.40543 -0.31314 -0.264 0.355 0.027 -0.67
N -4.55492 -6.33161 -0.91833 0.484 -0.197 0.205 -0.15
C -5.62777 -5.37263 -0.80651 -0.088 -0.214 -0.357 -0.82
H -2.54528 -5.96118 1.74965 -0.271 0.055 -0.287 0.14
H -3.33388 -4.62701 0.88591 -0.127 -0.106 0.272 0.34
H -4.31414 -5.82928 1.79123 0.038 0.214 -0.041 0.41
H -4.54214 -6.94788 -1.72283 -0.020 0.167 0.216 0.24
H -6.57256 -5.92154 -0.79162 -0.133 0.295 0.075 0.28
H -5.60059 -4.72928 -1.68941 -0.229 0.183 0.163 0.27
H -5.54798 -4.76066 0.09258 0.082 -0.171 -0.153 0.32
C 6.25505 0.49615 1.74781 0.202 -0.080 -0.121 -1.09
C 5.73821 1.72604 1.05571 0.123 0.478 -0.665 0.70
O 6.15426 2.07914 -0.04638 -0.171 -0.169 0.443 -0.68
N 4.77773 2.46121 1.68500 0.444 -0.239 -0.419 -0.13
C 4.16344 2.21841 2.96830 -0.292 0.344 -0.144 -0.27
H 7.01503 0.01735 1.12279 -0.333 0.183 0.132 0.27
H 6.71452 0.76816 2.70202 -0.159 -0.126 0.037 0.37
H 5.44000 -0.21548 1.90577 0.204 0.014 0.136 0.31
H 4.48173 3.27320 1.15564 0.078 -0.214 0.159 0.21
H 3.08686 2.11224 2.81383 0.181 -0.108 0.396 -0.23
H 4.35066 3.08769 3.60349 -0.164 -0.188 0.239 0.29
H 4.55179 1.32237 3.45361 0.000 0.151 -0.195 0.31
C -1.36566 6.92876 -1.26600 0.250 0.065 0.169 -1.27
C -2.19628 5.69340 -1.47270 -0.283 -0.761 0.011 0.74
O -1.97685 4.64877 -0.86198 -0.093 0.131 -0.658 -0.57
N -3.22133 5.75153 -2.36985 0.481 -0.229 0.535 -0.11
C -3.63846 6.87115 -3.17955 -0.159 -0.233 -0.103 -0.83
H -0.58901 6.72656 -0.52210 -0.261 -0.082 -0.191 0.23
H -0.87981 7.21486 -2.20286 -0.146 0.166 0.102 0.40
H -1.99295 7.74472 -0.89667 0.118 0.053 -0.208 0.36
H -3.73303 4.88062 -2.45259 0.147 0.234 0.037 0.22
H -4.67870 7.09816 -2.93353 0.048 0.283 -0.151 0.28
H -3.57494 6.57276 -4.22888 -0.050 0.306 -0.055 0.25
H -3.02373 7.75673 -3.01493 -0.165 -0.189 -0.016 0.29
C -4.92233 11.52913 -1.81954 0.168 0.161 0.180 -1.34
C -4.81922 10.51326 -2.92232 0.560 -0.489 -0.564 0.81
O -3.73502 10.11380 -3.34345 -0.474 0.200 0.276 -0.66
N -5.97506 10.03057 -3.46085 0.636 0.138 0.215 -0.12
C -7.33393 10.36802 -3.11050 -0.099 -0.296 -0.332 -0.85
H -3.91836 11.81782 -1.49370 -0.218 -0.173 -0.197 0.30
H -5.43821 12.42312 -2.18047 -0.075 -0.090 0.182 0.37
H -5.45283 11.10144 -0.96436 -0.079 0.188 -0.072 0.36
H -5.82244 9.35120 -4.19730 -0.052 0.200 0.167 0.24
H -7.84039 9.45184 -2.79698 -0.236 0.217 0.091 0.28
H -7.82598 10.76245 -4.00295 -0.232 0.074 0.222 0.30
H -7.38698 11.10587 -2.30925 0.111 -0.149 -0.158 0.32
C 5.68017 -3.98093 -0.36126 -0.245 0.104 -0.101 -0.98
C 6.62279 -3.63084 0.75572 0.391 0.756 0.498 0.59
O 6.76808 -2.47507 1.15002 -0.144 -0.679 -0.235 -0.62
N 7.33096 -4.63983 1.33832 -0.270 0.515 -0.208 -0.16
C 7.30397 -6.04831 1.02430 0.305 0.023 0.346 -0.72
H 5.18910 -3.07245 -0.72316 0.228 -0.148 0.185 0.29
H 6.23292 -4.42847 -1.19180 -0.118 -0.105 0.045 0.33
H 4.91045 -4.66870 -0.00044 0.053 -0.105 -0.208 0.23
H 7.94324 -4.32410 2.08170 -0.163 -0.087 -0.198 0.25
H 7.00381 -6.59035 1.92445 -0.031 -0.261 -0.226 0.28
H 8.31526 -6.35222 0.74307 -0.136 -0.278 -0.085 0.30
H 6.61460 -6.28129 0.21207 0.074 0.142 0.178 0.20